[1]
# C3H7N3

One molecule with the formula C3H7N3 (ωB97M-V with the def2-TZVPD basis set, the OMol25 dataset).

Values from the calculation:
- SMILES string: CC(N)(N)C#N
- Frontier orbital gap: 0.3979 Ha

```
13
Properties=species:S:1:pos:R:3:forces:R:3
C -0.19460 -1.23714 1.13222 0.8 3.6 -1.9
C -1.23026 0.48590 -0.41025 0.3 -0.2 -0.8
C 0.13675 0.05077 0.16476 -0.6 -2.3 2.2
N -0.39981 -2.26759 1.56346 -0.4 -1.6 0.9
N 1.00956 -0.52646 -0.85228 0.0 -0.6 -1.9
N 0.68736 1.15483 0.91684 0.6 0.0 -0.6
H -2.11859 0.05717 0.06110 0.4 0.4 0.5
H -1.36469 1.57025 -0.64722 0.4 -0.9 0.5
H -1.17118 -0.04008 -1.33255 -0.6 -0.1 -1.3
H 0.57593 -1.15385 -1.59337 0.3 1.3 1.6
H 1.84377 -1.03854 -0.54423 -0.6 0.6 0.4
H 1.66491 0.99340 1.30337 -1.7 0.5 -1.2
H 0.56084 1.95134 0.23813 1.1 -0.8 1.4
```
Forces are in eV/Å.

Atom charges from the natural (NBO) analysis, given in e for atoms 1 to 8:
1 C 0.2239
2 C -0.6212
3 C 0.2500
4 N -0.3691
5 N -0.8613
6 N -0.8282
7 H 0.2452
8 H 0.2234

***

[2]
# C5H11NO

C5H11NO as an isolated structure (ωB97M-V with the def2-TZVPD basis set, the OMol25 dataset).

Values from the calculation:
- Frontier orbital gap: 0.3910 Ha

```
18
Properties=species:S:1:pos:R:3:forces:R:3
C -1.59803 -0.59775 -1.22264 0.0 -0.1 -0.1
C -1.19726 0.40794 -0.15678 0.4 -0.1 -0.1
C 0.29908 0.76050 -0.18949 0.4 -0.1 -0.5
C 0.78684 1.52324 1.04252 0.2 -0.2 -0.3
N 0.75109 -1.27475 0.98495 0.0 -0.7 0.7
C 1.52514 -1.43354 -0.00858 -0.5 0.3 0.4
O 1.49500 -0.46254 -0.88964 -1.1 0.8 1.0
H -1.24351 -0.27483 -2.20764 -0.1 -0.1 0.1
H -1.14301 -1.56423 -0.98999 -0.1 0.1 -0.1
H -2.68495 -0.71970 -1.27122 0.2 0.0 0.0
H -1.72182 1.36554 -0.35751 0.4 -0.2 0.0
H -1.53990 0.08257 0.83709 0.5 0.0 -0.3
H 0.55616 1.26470 -1.10327 -0.3 0.6 -0.2
H 0.50066 2.58750 0.92939 0.1 -0.4 -0.2
H 0.37702 1.16594 1.99844 0.1 -0.1 -0.6
H 1.87668 1.49125 1.08954 -0.1 0.0 0.1
H 0.76833 -2.00670 1.66791 0.2 -0.6 0.3
H 2.19246 -2.31516 -0.15309 -0.3 0.8 -0.3
```
Forces are in eV/Å.

Atom charges from the natural (NBO) analysis, given in e for atoms 1 to 8:
1 C -0.6018
2 C -0.4478
3 C 0.2007
4 C -0.6584
5 N -0.7814
6 C 0.4210
7 O -0.5739
8 H 0.2061

***

[3]
# C3H4F2

One molecule with the formula C3H4F2 (ωB97M-V with the def2-TZVPD basis set, the OMol25 dataset).

Values from the calculation:
- SMILES string: F/C=C\CF
- Frontier orbital gap: 0.3882 Ha

```
9
Properties=species:S:1:pos:R:3:forces:R:3
C 0.75912 0.67326 0.46149 3.3 3.6 5.1
C 0.09888 -0.26791 -0.29832 -2.5 -6.1 -3.7
C -1.11028 -0.87060 -0.29176 0.9 4.3 0.3
H 1.98203 0.24034 0.71614 -3.8 1.4 -0.4
H 0.12830 1.06246 1.52686 2.0 -1.7 -3.1
H 0.53944 -0.91338 -1.13508 1.1 1.3 1.5
H -1.17104 -1.71421 -0.98185 -1.7 0.1 0.6
F 0.92336 1.88285 -0.24425 0.2 -0.5 0.1
F -2.14983 -0.09280 0.24677 0.6 -2.5 -0.3
```
Forces are in eV/Å.

Atom charges from the natural (NBO) analysis, given in e for atoms 1 to 8:
1 C 0.0077
2 C -0.3485
3 C 0.2641
4 H 0.1874
5 H 0.2028
6 H 0.2130
7 H 0.1934
8 F -0.3753

***

[4]
# C16H20AuF3O4S

C16H20AuF3O4S as an isolated structure (ωB97M-V with the def2-TZVPD basis set, the OMol25 dataset).

Values from the calculation:
- Spin multiplicity: 3
- Frontier orbital gap (alpha / beta): 0.1968 / 0.1925 Ha
- Charge: -2

```
45
Properties=species:S:1:pos:R:3:forces:R:3
Au 0.11258 0.70432 0.32324 0.1 0.1 0.1
C 1.99688 0.29601 1.55815 1.5 -0.4 -0.9
C 2.11069 -0.57480 0.41986 1.0 0.5 1.0
C 2.23515 0.22790 -0.75342 1.1 0.8 0.1
H 2.22193 -1.65091 0.45208 -0.4 0.3 -0.1
C 2.21880 1.59560 -0.36274 1.8 0.1 -0.6
C 2.09581 1.65254 1.06715 0.0 -0.4 -0.2
H 2.14532 2.54416 1.68876 -0.2 -0.2 -0.2
H 1.93404 -0.01338 2.58868 -0.2 0.0 -0.1
H 2.43038 -0.15644 -1.75132 -0.4 0.1 0.3
H 2.37882 2.44739 -1.03077 -0.2 -0.3 0.3
C -2.04946 0.03052 1.13390 -1.7 0.6 0.4
C -1.80044 1.37385 1.54567 -1.1 -0.6 0.3
C -1.68257 2.18934 0.36888 -0.6 -0.3 -1.1
H -1.79584 1.72950 2.57948 0.2 -0.2 -0.4
C -1.83420 1.32509 -0.78342 -1.0 0.5 1.1
C -2.05271 -0.00807 -0.28715 -1.1 0.3 -0.1
H -2.30603 -0.87722 -0.89198 0.5 0.4 0.3
H -2.35221 -0.78894 1.79031 0.5 0.4 -0.4
H -1.57704 3.27000 0.33967 0.2 -0.2 0.0
H -1.87096 1.63548 -1.81263 0.2 0.0 -0.1
O -0.04021 -1.32106 -1.31581 -0.3 1.8 -4.0
C -0.26392 -0.61496 -4.29611 2.3 -2.6 3.0
C 0.36680 -1.92284 -3.92656 0.0 -0.4 0.3
C 0.51495 0.55254 -3.96644 2.1 2.6 -0.8
C -1.66554 -0.57214 -4.08057 -4.3 0.1 -0.8
C 0.36450 -2.18588 -2.27688 -0.6 0.0 2.3
H 1.41563 -2.02440 -4.25022 -0.2 0.3 0.0
H -0.17059 -2.77983 -4.37906 0.0 0.3 0.2
H -0.28658 -3.06488 -2.04875 0.4 -0.6 -1.0
H 1.39402 -2.43513 -1.95292 0.6 -0.6 -0.9
H 0.54840 0.99354 -4.99543 0.7 0.8 0.5
H 1.59241 0.42013 -3.62370 -1.4 -0.3 -0.6
H 0.13162 1.36993 -3.30352 -0.3 -1.0 -0.3
H -1.96520 -0.60311 -5.15824 -1.2 0.0 0.3
H -2.14717 0.34942 -3.64437 0.9 -0.6 -0.4
H -2.22888 -1.43092 -3.57932 1.3 0.8 -0.5
F 2.25340 -2.74091 2.77173 -0.2 -0.8 0.0
C 1.22064 -3.59113 2.51721 -0.7 0.8 -0.4
F 1.62054 -4.45597 1.55312 0.0 0.2 0.8
F 0.94821 -4.27863 3.64134 0.6 -0.3 0.1
S -0.27428 -2.59790 1.96769 -0.2 -0.8 -2.4
O -1.42327 -3.48022 2.17381 0.5 0.3 0.8
O -0.20502 -1.39206 2.75312 0.1 -0.3 1.2
O 0.03922 -2.40802 0.55850 -0.2 -1.3 2.6
```
Forces are in eV/Å.

Atom charges from the natural (NBO) analysis, given in e for atoms 1 to 8:
1 Au 1.1839
2 C -0.4074
3 C -0.2953
4 C -0.2784
5 H 0.2508
6 C -0.4370
7 C -0.3478
8 H 0.2067

***

[5]
# C4H10N2O2

One molecule with the formula C4H10N2O2 (ωB97M-V with the def2-TZVPD basis set, the OMol25 dataset).

Values from the calculation:
- SMILES string: NCC[C@@H](N)C(=O)O
- Frontier orbital gap: 0.3818 Ha

```
18
Properties=species:S:1:pos:R:3:forces:R:3
O -2.10628 1.10494 0.71476 -0.3 0.0 0.1
C -1.79716 0.26183 -0.07820 1.7 0.5 -0.4
O -2.60080 -0.70453 -0.47298 -1.4 -0.5 0.7
C -0.39724 0.19238 -0.72491 0.3 -0.6 -0.9
C 0.53168 -0.67958 0.11251 0.2 -0.6 0.4
C 0.93072 -0.06373 1.47603 -0.2 0.1 -1.3
N 1.74957 1.11908 1.17186 0.5 -0.4 0.1
N -0.52911 -0.46241 -2.04484 0.0 -0.3 0.3
H 0.08762 1.15688 -0.86267 -0.5 0.4 0.5
H 1.46392 -0.89657 -0.41944 0.0 0.6 -0.2
H 0.11783 -1.69287 0.15592 -0.4 0.1 0.6
H 1.50110 -0.82569 2.00248 0.1 0.2 0.2
H 0.05520 0.22623 2.04495 -0.3 -0.3 0.3
H 1.23050 1.97457 1.16652 -0.5 0.2 0.0
H 2.47994 1.26058 1.84458 0.3 -0.1 0.3
H 0.38462 -0.71679 -2.39091 0.1 0.0 0.0
H -2.15150 -1.40030 -0.96662 0.5 0.3 -0.5
H -0.95059 0.14597 -2.72906 -0.1 0.2 -0.1
```
Forces are in eV/Å.

Atom charges from the natural (NBO) analysis, given in e for atoms 1 to 8:
1 O -0.5785
2 C 0.7832
3 O -0.6734
4 C -0.1758
5 C -0.4018
6 C -0.2260
7 N -0.8580
8 N -0.8579

***

[6]
# C27H37BFN11O4PtSi

C27H37BFN11O4PtSi as an isolated structure (ωB97M-V with the def2-TZVPD basis set, the OMol25 dataset).

Values from the calculation:
- Spin multiplicity: 5
- Frontier orbital gap (alpha / beta): 0.2911 / 0.2751 Ha

```
83
Properties=species:S:1:pos:R:3:forces:R:3
Pt -0.68306 0.23420 0.61861 -0.1 0.1 0.0
C -0.57929 3.07761 3.00083 0.0 0.0 0.0
C -0.16350 3.31230 1.58814 0.1 0.0 0.0
C 0.29557 4.49831 0.99990 -0.1 0.0 0.0
C 0.47204 4.21801 -0.34130 0.0 0.0 -0.1
C 0.92584 5.11376 -1.44379 0.0 0.0 0.0
N 0.14733 2.92442 -0.53427 0.1 0.1 -0.1
N -0.21586 2.37007 0.64992 -0.3 0.0 0.1
B -0.03506 2.13330 -1.85027 0.0 -0.1 -0.1
N -1.50797 1.65739 -1.95137 0.0 -0.1 0.1
N -2.04413 0.84797 -1.00018 0.1 0.1 0.0
C -3.32596 0.66389 -1.27841 0.0 0.0 -0.1
C -4.21058 -0.15277 -0.40006 0.0 0.0 0.0
C -3.63220 1.35108 -2.46245 0.0 0.1 0.0
C -2.46054 1.97165 -2.85189 0.0 0.0 0.0
C -2.20477 2.84959 -4.03022 0.0 0.0 0.0
N 0.90540 0.90269 -1.83081 0.0 0.0 0.1
N 0.75657 -0.03626 -0.86405 -0.3 -0.2 -0.2
C 1.60550 -1.03178 -1.11043 0.0 0.1 0.0
C 1.70364 -2.21964 -0.21829 0.0 0.0 0.0
C 2.34382 -0.71453 -2.25319 0.0 0.1 0.0
C 1.87455 0.51795 -2.67755 0.0 0.0 -0.1
C 2.32455 1.35565 -3.82310 0.0 0.0 0.0
H -0.50907 4.00681 3.56369 0.0 0.0 0.0
H 0.04705 2.32732 3.47993 0.0 0.0 0.0
H -1.60952 2.72476 3.03818 0.0 0.0 0.0
H 0.45858 5.44215 1.49182 0.0 0.0 0.0
H 1.20975 6.08002 -1.03206 0.0 0.0 0.0
H 0.13472 5.27257 -2.17763 0.0 0.0 0.0
H 1.78607 4.69524 -1.96603 0.0 0.0 0.0
H 0.23620 2.83166 -2.77812 0.0 0.0 0.0
H -3.65254 -0.53403 0.45297 0.0 0.0 0.0
H -4.63715 -0.99330 -0.94975 0.0 0.0 0.0
H -5.03703 0.45157 -0.02404 0.0 0.0 0.0
H -4.58485 1.39674 -2.96254 0.0 0.0 0.0
H -3.11370 2.93558 -4.62211 0.0 0.0 0.0
H -1.41732 2.44468 -4.66623 0.0 0.0 0.0
H -1.90036 3.85036 -3.72211 0.0 0.0 0.0
H 0.86542 -2.25012 0.47787 0.0 0.0 0.0
H 2.62649 -2.18957 0.36305 0.0 0.0 0.1
H 1.70901 -3.14421 -0.79556 0.0 0.0 0.0
H 3.12798 -1.29730 -2.70609 0.0 0.0 0.0
H 3.10005 0.82863 -4.37481 0.0 0.0 0.0
H 2.73963 2.29966 -3.46893 0.0 0.0 0.0
H 1.50311 1.57879 -4.50423 0.0 0.0 0.0
C -0.44053 -5.05733 0.10700 0.0 0.0 0.0
Si -2.02754 -4.15538 -0.31657 0.0 0.0 0.0
C -2.80006 -3.47056 1.24617 0.0 0.0 0.0
C -3.22928 -5.35997 -1.10975 0.0 0.0 0.0
C -1.65989 -2.77003 -1.48750 0.0 0.1 0.0
H -0.65684 -5.94888 0.70052 0.0 0.0 0.0
H 0.22873 -4.42262 0.69210 -0.1 -0.1 0.0
H 0.09108 -5.37882 -0.79137 0.0 0.0 0.0
H -2.11833 -2.78997 1.76081 0.0 0.0 0.0
H -3.05483 -4.27916 1.93573 0.0 0.0 0.0
H -3.71872 -2.92188 1.02839 0.0 0.0 0.0
H -3.45461 -6.17923 -0.42249 0.0 0.0 0.0
H -2.81847 -5.78931 -2.02541 0.0 0.0 0.0
H -4.17068 -4.86859 -1.36457 0.0 0.0 0.0
H -2.38592 -1.99904 -1.72896 0.0 0.0 0.0
H -0.70192 -2.61943 -1.97632 0.0 0.0 0.0
F 6.02706 0.55000 -0.10837 0.0 0.0 0.0
C 4.87656 0.57958 0.56627 0.0 0.0 0.0
C 4.70918 -0.15707 1.66826 0.0 -0.1 0.0
N 3.51986 -0.17051 2.37736 0.1 -0.1 0.1
C 3.37798 -0.89150 3.55729 0.0 0.0 -0.2
C 0.41229 -3.04842 3.89078 -0.1 0.1 -0.1
O 0.61915 -3.43407 4.95736 0.1 -0.3 0.1
O 0.20458 -2.65654 2.81771 0.2 -0.2 -0.2
C 2.43632 0.57308 1.92781 0.3 0.3 -0.3
O 1.35863 0.54170 2.47490 -0.4 -0.2 0.3
N 2.67822 1.37148 0.83138 0.2 0.1 0.1
C 3.82480 1.45453 0.05309 -0.1 -0.1 0.0
O 3.89525 2.16626 -0.92234 0.0 0.1 0.0
H 5.49785 -0.78831 2.05077 0.0 0.0 0.0
H 2.47451 -0.75853 4.12935 0.0 0.0 0.0
H 4.22267 -1.47382 3.87784 0.0 0.0 0.0
H 1.87417 1.90609 0.51280 0.1 0.0 0.1
N -1.84638 0.05302 2.31328 -0.4 0.1 0.3
C -1.64567 -0.38809 3.38167 0.6 -0.1 -0.5
N -1.40246 -0.94360 4.49852 -0.2 0.0 0.4
C -0.27232 -0.64486 5.12744 -0.3 0.4 0.1
N 0.70113 -0.43316 5.71604 0.0 0.0 0.0
```
Forces are in eV/Å.

Atom charges from the Mulliken analysis, given in e for atoms 1 to 8:
1 Pt 1.8782
2 C -1.2519
3 C 0.6024
4 C -1.4982
5 C 0.8891
6 C -1.3729
7 N 1.6196
8 N -0.6744